Here is an isolated ion of composition C3H9N2O3 and charge +1 at a distorted geometry from OMol25. Energies are from wB97M-V/def2-TZVPD.

The geometry in XYZ format:
```
17
C3H9N2O3 wB97M-V/def2-TZVPD
H -0.4231 2.1518 0.1821
C -0.0009 1.4512 -0.4975
H 1.9415 -0.8801 -0.1737
H 1.0432 -0.5959 -1.6774
H 0.9928 1.8063 -0.7358
C 0.9354 -0.8103 -0.6040
H 0.7101 -0.6047 1.9232
O -1.7177 -0.9317 -1.5912
N -2.0525 -1.1104 -0.5044
H 0.0457 0.9204 2.0630
N 0.0795 0.1189 0.2214
O -2.9004 -1.6388 0.0782
H -0.5417 1.4478 -1.3716
C 0.7570 0.3254 1.4961
O -1.0800 -0.6307 0.5043
H 1.8084 0.6848 1.4267
H 0.4027 -1.7042 -0.7393
```

Calculated values
Calculated total energy ... -454.4300 Eh
Kohn-Sham gap ... 13.01 eV
SMILES ... C[N+](C)(C)O[N+](=O)[O-]
Charge ... +1
HOMO level ... -17.06 eV

Here is one molecule with the formula C3H9N2OP at a distorted geometry from OMol25. Energies are from wB97M-V/def2-TZVPD.

The geometry in XYZ format:
```
16
C3H9N2OP wB97M-V/def2-TZVPD
H 2.1917 -1.1579 -0.2573
C 1.1325 -1.1911 -0.3859
N -1.2269 -0.4394 0.5656
H -1.9745 0.1268 0.9639
H -1.1350 -1.4459 0.7876
H -0.2752 1.9793 -1.5693
N -0.1550 0.9984 -1.3955
C 0.4593 -2.2359 -0.7695
O 0.1177 2.1946 2.4250
H -0.7560 1.9056 2.6615
P 0.2289 0.4009 0.1299
H 0.8550 -3.2232 -1.2263
C 0.1655 2.0488 0.9830
H 0.2192 0.3520 -2.1540
H -0.5613 -2.0311 -0.8069
H 1.2264 2.3762 0.8834
```

Calculated values
Calculated total energy ... -645.6937 Eh
Kohn-Sham gap ... 8.31 eV
SMILES ... C=CP(N)(N)=CO
Charge ... 0
HOMO level ... -7.49 eV

Here is an isolated ion of composition C3H9N2OS and charge +1 at a distorted geometry from OMol25. Energies are from wB97M-V/def2-TZVPD.

The geometry in XYZ format:
```
16
C3H9N2OS wB97M-V/def2-TZVPD
C -0.1209 -0.2034 -0.1511
C 1.1447 0.4006 -0.4898
H -0.9401 0.9914 -1.6995
H -1.5241 1.1453 0.8115
H -2.0200 -0.1236 -1.2887
S -1.8409 -0.8201 1.9725
H -0.0478 0.9353 1.6690
N -0.9947 0.0708 -1.3932
H 3.1465 0.0255 -0.4777
N 2.2657 -0.2781 -0.1648
H -0.0401 -1.3175 0.0122
H -1.1319 -1.2213 2.9550
O 1.2216 1.4263 -1.1201
H 2.4077 -0.9111 0.4796
C -0.7973 0.3927 1.0793
H -0.7285 -0.5128 -2.1944
```

Calculated values
Calculated total energy ... -702.3837 Eh
Kohn-Sham gap ... 9.84 eV
SMILES ... NC(=O)[C@H]([NH3+])CS
Charge ... +1
HOMO level ... -13.47 eV

Here is a 2-piece molecular cluster, C3H9N2OS overall at a distorted geometry from OMol25. Energies are from wB97M-V/def2-TZVPD.

The geometry in XYZ format:
```
16
C3H9N2OS wB97M-V/def2-TZVPD
H 1.4744 0.2278 -1.2487
H -2.7385 1.6983 -0.6384
N 1.7779 -1.8785 0.6249
S -3.4997 0.3723 -0.8684
H 2.3753 -2.0343 -0.2329
C 0.9541 0.4219 -0.2978
C 0.9751 -0.7766 0.7518
H -1.3656 -0.9339 1.3467
H 1.4596 -2.7028 1.0720
O -3.4960 -0.2509 0.7042
H -4.2496 -0.8469 0.7526
H -1.3658 0.7536 -0.5795
C -0.5646 -0.6652 0.5920
H 1.2956 1.4598 0.0638
N -0.5205 0.2694 -0.2934
H 1.2397 -0.3501 1.8353
```

Calculated values
Calculated total energy ... -702.2553 Eh
Kohn-Sham gap ... 8.60 eV
Charge ... +1
HOMO level ... -13.20 eV